Record 1
Computed, not measured: a single ClFOS molecule at a distorted geometry, with ωB97M-V/def2-TZVPD.

Properties
HOMO energy   -11.56 eV
Calculated total energy   -28122.203 eV
Frontier orbital gap   11.14 eV

The geometry in XYZ format:
```
4
ClFOS | the Open Molecules 2025 dataset | ωB97M-V/def2-TZVPD
O -1.41 0.38 -0.07
F 0.79 0.94 0.81
S -0.22 -0.30 0.46
Cl 0.83 -1.01 -1.19
```

Computed Mulliken charges, given in elementary charges:
1. O -0.403
2. F -0.205
3. S 0.727
4. Cl -0.120

---

Record 2
Computed, not measured: a molecular structure, ClFeH10O5 at a distorted geometry, with ωB97M-V/def2-TZVPD.

Properties
HOMO energy (spin up / spin down)   -13.81 / -13.81 eV
Calculated total energy   -57298.158 eV
Frontier orbital gap (spin up / spin down)   4.46 / 4.15 eV
Charge   +1
<S²>   6.005
2S+1   5

The geometry in XYZ format:
```
17
ClFeH10O5 | the Open Molecules 2025 dataset | ωB97M-V/def2-TZVPD
Fe -22.32 19.87 41.62
Cl -20.38 18.91 40.20
O -18.87 17.20 37.94
H -19.51 17.61 38.53
H -19.04 17.60 37.09
O -18.01 20.85 38.39
H -18.04 21.37 39.19
H -18.57 20.09 38.57
O -21.23 21.22 37.82
H -20.76 20.61 38.39
H -21.28 20.76 36.98
O -18.20 17.30 42.26
H -17.34 17.52 41.91
H -18.82 17.66 41.62
O -20.32 15.06 40.20
H -19.57 14.95 39.61
H -20.45 16.01 40.24
```

Mulliken population analysis, charges in e, atoms 1 to 8:
1. Fe 1.249
2. Cl -0.375
3. O -0.517
4. H 0.236
5. H 0.331
6. O -0.565
7. H 0.327
8. H 0.251

---

Record 3
Computed, not measured: a molecular structure, ClH10O5 at a distorted geometry, with ωB97M-V/def2-TZVPD.

Properties
HOMO energy   -5.40 eV
Calculated total energy   -22917.840 eV
Frontier orbital gap   9.25 eV
Charge   -1

The geometry in XYZ format:
```
16
ClH10O5 | the Open Molecules 2025 dataset | ωB97M-V/def2-TZVPD
Cl -0.08 0.60 -0.30
O 1.07 2.28 0.79
H 0.57 1.64 0.28
H 0.42 2.84 1.20
O 2.09 0.02 0.46
H 1.25 0.12 0.01
H 2.06 -0.86 0.83
O -0.10 -1.01 -2.22
H -0.31 -1.90 -1.93
H -0.06 -0.51 -1.40
O -2.34 -0.51 -0.56
H -2.10 -0.71 -1.47
H -1.58 -0.04 -0.21
O 0.02 -0.57 1.71
H -0.25 -0.19 0.88
H -0.68 -1.19 1.93
```

Mulliken population analysis, charges in e, atoms 1 to 8:
1. Cl -1.167
2. O -0.758
3. H 0.564
4. H 0.241
5. O -0.767
6. H 0.402
7. H 0.230
8. O -0.749

---

Record 4
Computed, not measured: 7 unconnected molecules or ions with the total composition ClH12O6, with ωB97M-V/def2-TZVPD.

Properties
HOMO energy   -6.51 eV
Calculated total energy   -25006.098 eV
Frontier orbital gap   9.89 eV
Charge   -1

The geometry in XYZ format:
```
19
ClH12O6 | the Open Molecules 2025 dataset | ωB97M-V/def2-TZVPD
Cl 8.15 -21.17 -0.37
O 10.61 -23.06 -1.42
H 10.95 -23.62 -0.71
H 9.89 -22.54 -1.00
O 7.11 -18.58 -2.18
H 6.75 -19.00 -2.96
H 7.30 -19.32 -1.57
O 10.91 -19.19 -1.04
H 10.21 -19.74 -0.66
H 10.91 -19.43 -1.97
O 6.84 -23.01 2.26
H 7.24 -22.36 1.65
H 6.21 -23.49 1.71
O 10.10 -22.29 2.07
H 9.60 -22.02 1.28
H 9.91 -21.60 2.72
O 6.70 -23.43 -2.35
H 5.77 -23.24 -2.54
H 6.91 -22.87 -1.58
```

Mulliken population analysis, charges in e, atoms 1 to 8:
1. Cl -0.869
2. O -0.634
3. H 0.304
4. H 0.319
5. O -0.623
6. H 0.295
7. H 0.291
8. O -0.633

---

Record 5
Computed, not measured: 8 unconnected molecules or ions with the total composition ClH14O11 at a distorted geometry, with ωB97M-V/def2-TZVPD.

Properties
HOMO energy   -7.32 eV
Calculated total energy   -35267.030 eV
Frontier orbital gap   10.46 eV
Charge   -1

The geometry in XYZ format:
```
26
ClH14O11 | the Open Molecules 2025 dataset | ωB97M-V/def2-TZVPD
Cl -0.44 -1.15 0.28
O -1.19 -1.12 1.62
O -1.36 -1.57 -0.80
O 0.11 0.22 0.02
O 0.70 -2.20 0.41
O 1.93 0.68 -2.51
H 1.73 1.34 -1.82
H 1.68 -0.22 -2.30
O -0.20 0.81 3.16
H -0.55 0.14 2.61
H -0.66 0.66 3.96
O 2.58 -1.94 -1.28
H 2.66 -1.06 -1.00
H 1.84 -2.36 -0.75
O -1.58 2.21 0.84
H -1.79 1.89 1.73
H -1.10 1.40 0.57
O -0.63 2.79 -1.77
H -1.04 1.92 -1.75
H -0.39 2.94 -2.72
O -2.16 0.59 -2.26
H -1.59 0.14 -2.84
H -2.47 -0.05 -1.64
O 1.27 -2.14 3.08
H 1.70 -1.34 2.80
H 0.96 -2.60 2.34
```

Mulliken population analysis, charges in e, atoms 1 to 8:
1. Cl 1.722
2. O -0.749
3. O -0.720
4. O -0.552
5. O -0.789
6. O -0.657
7. H 0.352
8. H 0.314

---

Record 6
Computed, not measured: 8 unconnected molecules or ions with the total composition ClH14O11 at a distorted geometry, with ωB97M-V/def2-TZVPD.

Properties
HOMO energy   -6.36 eV
Calculated total energy   -35267.045 eV
Frontier orbital gap   9.19 eV
Charge   -1

The geometry in XYZ format:
```
26
ClH14O11 | the Open Molecules 2025 dataset | ωB97M-V/def2-TZVPD
Cl -0.66 0.04 -1.08
O -0.42 -1.22 -0.42
O 0.32 0.99 -0.56
O -0.55 -0.07 -2.53
O -2.00 0.43 -0.78
O -1.17 4.05 1.80
H -0.58 4.37 2.48
H -0.58 3.71 1.12
O -5.68 -1.91 -0.88
H -4.90 -1.55 -1.31
H -5.63 -2.85 -1.03
O -1.88 0.44 3.83
H -2.66 0.06 3.44
H -1.52 1.01 3.15
O 1.51 -4.78 1.23
H 2.03 -4.31 1.88
H 0.82 -4.17 0.98
O 0.42 4.22 -3.81
H 0.47 3.26 -3.89
H 1.16 4.45 -3.25
O 4.14 -1.00 -2.37
H 4.77 -1.73 -2.40
H 3.30 -1.41 -2.55
O 3.47 -0.78 2.24
H 3.02 -0.81 3.08
H 2.81 -0.44 1.63
```

Mulliken population analysis, charges in e, atoms 1 to 8:
1. Cl 1.650
2. O -0.655
3. O -0.666
4. O -0.671
5. O -0.658
6. O -0.646
7. H 0.306
8. H 0.335

---

Record 7
Computed, not measured: a molecular structure, ClH14O7 at a distorted geometry, with ωB97M-V/def2-TZVPD.

Properties
HOMO energy   -5.71 eV
Calculated total energy   -27076.794 eV
Frontier orbital gap   8.94 eV
Charge   -1

The geometry in XYZ format:
```
22
ClH14O7 | the Open Molecules 2025 dataset | ωB97M-V/def2-TZVPD
Cl -0.28 0.16 0.19
O 1.55 1.65 0.98
H 0.81 1.08 0.75
H 1.32 2.50 0.62
O 0.18 2.44 -0.92
H -0.02 1.62 -0.47
H -0.65 2.71 -1.31
O -2.29 -1.03 0.55
H -1.78 -1.83 0.42
H -1.66 -0.33 0.44
O -0.20 -0.23 2.66
H -0.29 0.01 1.74
H -0.86 -0.91 2.81
O -1.02 -1.32 -1.58
H -1.52 -0.55 -1.84
H -0.71 -1.12 -0.69
O 1.96 -1.24 0.46
H 1.34 -0.52 0.35
H 1.49 -2.01 0.17
O 1.17 -0.63 -1.76
H 0.57 -0.37 -1.06
H 0.92 -0.09 -2.50
```

Mulliken population analysis, charges in e, atoms 1 to 8:
1. Cl -1.045
2. O -0.770
3. H 0.252
4. H 0.342
5. O -0.740
6. H 0.633
7. H 0.292
8. O -0.787

---

Record 8
Computed, not measured: 10 unconnected molecules or ions with the total composition ClH18O9, with ωB97M-V/def2-TZVPD.

Properties
HOMO energy (spin up / spin down)   -11.72 / -11.53 eV
Calculated total energy   -31239.183 eV
Frontier orbital gap (spin up / spin down)   11.43 / 4.46 eV
<S²>   0.755
2S+1   2

The geometry in XYZ format:
```
28
ClH18O9 | the Open Molecules 2025 dataset | ωB97M-V/def2-TZVPD
Cl -0.09 0.00 -0.05
O 2.81 1.33 -0.99
H 3.18 0.52 -0.63
H 1.96 1.42 -0.56
O 0.50 1.11 3.10
H 0.52 1.30 2.17
H 0.97 0.28 3.19
O -1.58 -1.28 3.11
H -1.39 -2.14 2.73
H -1.38 -0.66 2.41
O 1.52 -0.69 -2.70
H 1.56 -1.63 -2.85
H 1.01 -0.60 -1.90
O 0.53 -3.34 -0.18
H -0.15 -3.64 -0.78
H 0.43 -2.39 -0.16
O 2.06 -1.08 1.81
H 1.48 -0.75 1.13
H 2.94 -0.88 1.50
O -0.05 3.45 0.06
H -0.98 3.62 0.22
H -0.01 2.52 -0.14
O -3.53 -0.97 -1.05
H -2.62 -0.69 -0.99
H -3.92 -0.38 -1.69
O -2.20 1.96 -1.99
H -2.16 2.18 -2.92
H -1.42 1.43 -1.83
```

Mulliken population analysis, charges in e, atoms 1 to 8:
1. Cl -0.308
2. O -0.530
3. H 0.324
4. H 0.309
5. O -0.524
6. H 0.308
7. H 0.404
8. O -0.586

---

Record 9
Computed, not measured: a single ClH2NOS2 molecule at a distorted geometry, with ωB97M-V/def2-TZVPD.

Properties
HOMO energy   -9.54 eV
Calculated total energy   -37761.546 eV
SMILES   N[S@](=O)(=S)Cl
Frontier orbital gap   8.64 eV

The geometry in XYZ format:
```
7
ClH2NOS2 | the Open Molecules 2025 dataset | ωB97M-V/def2-TZVPD
N -0.19 0.76 -0.64
O 1.47 0.05 0.97
S 0.57 -2.02 -0.97
S 0.34 -0.48 0.26
Cl -1.34 -0.87 1.46
H -1.24 1.00 -0.56
H 0.39 1.56 -0.53
```

Computed Mulliken charges, given in elementary charges:
1. N -0.462
2. O -0.493
3. S -0.230
4. S 0.763
5. Cl -0.170
6. H 0.305
7. H 0.287

---

Record 10
Computed, not measured: a single ClH2NP2 molecule at a distorted geometry, with ωB97M-V/def2-TZVPD.

Properties
HOMO energy   -9.21 eV
Calculated total energy   -32622.320 eV
SMILES   P/N=P\Cl
Frontier orbital gap   8.43 eV

The geometry in XYZ format:
```
6
ClH2NP2 | the Open Molecules 2025 dataset | ωB97M-V/def2-TZVPD
N -0.35 0.34 -0.91
P 0.72 -0.41 -1.66
P -1.25 0.37 0.48
Cl 2.01 -1.21 -0.25
H -0.56 1.47 0.95
H -0.57 -0.56 1.40
```

Computed Mulliken charges, given in elementary charges:
1. N -0.129
2. P 0.264
3. P 0.008
4. Cl -0.227
5. H 0.055
6. H 0.029

---

Record 11
Computed, not measured: a single ClH2O2P molecule at a distorted geometry, with ωB97M-V/def2-TZVPD.

Properties
HOMO energy   -9.64 eV
Calculated total energy   -25940.185 eV
SMILES   OP(O)Cl
Frontier orbital gap   10.31 eV

The geometry in XYZ format:
```
6
ClH2O2P | the Open Molecules 2025 dataset | ωB97M-V/def2-TZVPD
O 0.05 -0.53 -1.35
O 0.74 0.52 0.80
P -0.31 -0.50 0.22
Cl -1.95 0.84 0.14
H 0.85 -1.00 -1.49
H 0.62 0.66 1.67
```

Computed Mulliken charges, given in elementary charges:
1. O -0.396
2. O -0.343
3. P 0.359
4. Cl -0.250
5. H 0.324
6. H 0.306

---

Record 12
Computed, not measured: 2 unconnected molecules or ions with the total composition ClH2O2PS at a distorted geometry, with ωB97M-V/def2-TZVPD.

Properties
HOMO energy (spin up / spin down)   -9.43 / -9.62 eV
Calculated total energy   -36772.886 eV
Frontier orbital gap (spin up / spin down)   7.03 / 7.03 eV

The geometry in XYZ format:
```
7
ClH2O2PS | the Open Molecules 2025 dataset | ωB97M-V/def2-TZVPD
O 0.99 -1.07 0.32
O 0.02 1.00 -0.90
P 0.82 0.51 0.40
S -0.96 0.52 2.72
Cl 2.63 0.85 -0.41
H 0.29 -1.66 0.79
H -0.66 1.54 -0.64
```

Computed Mulliken charges, given in elementary charges:
1. O -0.451
2. O -0.426
3. P 0.573
4. S -0.203
5. Cl -0.228
6. H 0.379
7. H 0.357